DFT (ωB97M-V with the def2-TZVPD basis set) results for C8H10F3NO3SSr as an isolated structure at a distorted geometry.

Computed properties:
ΔE to the lowest compared entry with this formula, charge and spin	102.6	kcal/mol
total charge	-2
total energy	-1319.5987	Ha
spin multiplicity	1

Element x y z (Å)
Sr (0.350, -0.751, 0.392)
S (-0.527, -3.468, 1.649)
F (-2.029, -3.711, 3.880)
F (-2.639, -2.089, 2.510)
F (-3.092, -4.191, 1.998)
O (-0.899, -2.928, 0.313)
O (-0.123, -4.864, 1.686)
O (0.348, -2.512, 2.351)
N (1.109, -1.959, -2.861)
C (-0.740, 2.298, -0.694)
C (2.135, 0.090, 1.584)
C (-2.326, 0.768, -1.338)
C (-2.051, 1.847, -0.450)
C (-0.176, 1.468, -1.733)
C (-2.126, -3.363, 2.544)
C (2.046, 1.423, 1.827)
C (-1.174, 0.538, -2.140)
H (1.906, 2.020, 2.740)
H (-0.228, 3.145, -0.217)
H (2.071, -0.698, 2.318)
H (0.842, 1.568, -2.161)
H (2.165, 2.126, 1.037)
H (2.072, -2.212, -2.673)
H (-1.049, -0.201, -2.926)
H (3.682, -0.286, 1.051)
H (-2.753, 2.271, 0.248)
H (-3.268, 0.225, -1.436)